1.
Computed, not measured: a molecular structure, C31H35BF3NO2, with ωB97M-V/def2-TZVPD.

Each line ends with the Löwdin charge.
CARTESIAN COORDINATES (ANGSTROEM)
C 1.37 2.63 -1.86  -0.002
C 2.11 1.94 -0.74  -0.447
C 3.61 2.36 -0.72  0.010
C 1.42 1.98 0.70  -0.416
C 1.94 3.04 1.67  -0.005
C -0.11 2.04 0.65  -0.004
O 1.78 0.69 1.29  0.141
B 2.46 0.08 0.28  -0.690
C 3.74 -0.71 0.51  -0.082
C 4.49 -1.14 -0.59  0.005
C 5.89 -1.13 -0.48  0.004
C 6.47 -0.76 0.72  -0.124
C 7.95 -0.46 0.80  -0.513
F 8.18 0.65 1.58  0.113
F 8.65 -1.51 1.34  0.115
F 8.47 -0.20 -0.44  0.117
C 5.71 -0.61 1.88  -0.004
C 4.32 -0.64 1.79  0.006
C -0.47 -1.68 0.22  -0.237
C 0.53 -2.78 -0.36  -0.057
O 2.12 0.52 -1.01  0.101
H 1.31 3.70 -1.66  0.100
H 1.92 2.47 -2.78  0.097
H 0.37 2.22 -1.96  0.076
H 3.73 3.45 -0.66  0.096
H 4.18 1.89 0.10  0.093
H 4.07 2.01 -1.66  0.104
H 1.80 4.05 1.25  0.098
H 1.39 2.98 2.63  0.097
H 3.01 2.89 1.91  0.092
H -0.46 3.01 0.26  0.099
H -0.54 1.25 0.03  0.076
H -0.54 1.92 1.66  0.102
H 4.01 -1.43 -1.52  0.128
H 6.49 -1.38 -1.35  0.122
H 6.18 -0.43 2.83  0.123
H 3.71 -0.55 2.69  0.128
H -0.34 -1.63 1.27  0.113
H -0.02 -0.88 -0.36  0.056
H 0.30 -3.86 -0.60  0.091
H 0.98 -2.44 -1.30  0.068
H 1.32 -2.86 0.39  0.060
C -5.30 -1.80 3.52  -0.024
N -4.52 -1.29 2.41  -0.113
C -3.29 -1.74 1.98  -0.007
C -2.93 -1.12 0.79  -0.076
C -1.84 -1.71 -0.15  -0.258
C -2.15 -1.28 -1.60  -0.176
C -3.38 -1.72 -2.09  -0.053
C -3.78 -1.43 -3.39  -0.070
C -2.99 -0.58 -4.18  -0.091
C -1.78 -0.11 -3.68  -0.079
C -1.37 -0.44 -2.39  -0.036
C -4.02 -0.18 0.50  -0.116
C -4.31 0.77 -0.48  -0.031
C -5.58 1.38 -0.53  -0.088
C -6.56 1.13 0.46  -0.099
C -6.25 0.26 1.51  -0.033
C -4.99 -0.33 1.54  -0.175
H -6.25 -1.26 3.57  0.073
H -5.50 -2.88 3.39  0.096
H -4.76 -1.67 4.47  0.093
H -2.72 -2.48 2.52  0.128
H -1.83 -2.82 -0.03  0.153
H -4.02 -2.36 -1.47  0.131
H -4.71 -1.86 -3.78  0.106
H -3.26 -0.35 -5.19  0.093
H -1.14 0.53 -4.28  0.101
H -0.39 -0.12 -1.98  0.097
H -3.54 0.98 -1.21  0.103
H -5.80 2.07 -1.34  0.095
H -7.56 1.62 0.39  0.109
H -7.00 0.05 2.29  0.099

HOMO (eV): -7.59
LUMO energy (hartree): 0.007
Spin multiplicity: 1
HOMO-LUMO gap (eV): 7.793

=====

2.
Computed, not measured: a molecular structure, C31H35BrN8O2Pt, with ωB97M-V/def2-TZVPD.

Each line ends with the Löwdin charge.
CARTESIAN COORDINATES (ANGSTROEM)
Pt 0.04 -0.15 0.87  1.127
C 3.38 -0.03 -6.88  -0.045
C 2.58 1.27 -6.73  -0.541
C 3.52 2.46 -6.96  -0.015
C 1.46 1.30 -7.80  -0.001
C 1.90 1.40 -5.39  -0.011
C 1.84 0.28 -4.49  -0.039
C 1.23 0.43 -3.32  -0.498
Br 1.14 -1.02 -2.13  0.986
C 0.63 1.72 -2.87  -0.285
O 0.23 1.83 -1.73  0.108
C 0.62 2.84 -3.86  0.004
C 1.26 2.63 -5.03  0.050
C -0.10 4.19 -3.61  -0.520
C -0.74 4.37 -2.23  -0.051
C 0.92 5.33 -3.81  -0.024
C -1.22 4.31 -4.66  -0.020
H 3.89 -0.02 -7.84  0.103
H 2.73 -0.91 -6.86  0.096
H 4.14 -0.13 -6.09  0.102
H 4.01 2.35 -7.93  0.106
H 4.31 2.50 -6.19  0.104
H 3.01 3.43 -6.97  0.086
H 1.91 1.18 -8.79  0.111
H 0.91 2.24 -7.80  0.093
H 0.74 0.48 -7.65  0.103
H 2.29 -0.67 -4.76  0.116
H 1.28 3.43 -5.76  0.118
H 0.01 4.35 -1.43  0.087
H -1.49 3.60 -2.02  0.080
H -1.23 5.34 -2.21  0.101
H 1.76 5.23 -3.12  0.101
H 0.42 6.29 -3.62  0.103
H 1.31 5.37 -4.83  0.086
H -1.95 3.50 -4.56  0.100
H -0.83 4.29 -5.69  0.087
H -1.74 5.26 -4.53  0.104
O -1.19 -1.67 1.50  -0.237
C -0.98 -2.12 2.71  -0.357
C -2.10 -2.34 3.55  -0.010
C -1.94 -2.86 4.80  -0.063
C -0.65 -3.16 5.29  -0.069
C 0.46 -2.94 4.49  -0.046
C 0.32 -2.43 3.21  -0.110
C 1.48 -2.27 2.33  -0.248
N 1.64 -1.39 1.35  -0.111
C 2.86 -1.62 0.76  -0.183
C 3.47 -2.65 1.40  -0.044
N 2.59 -3.04 2.38  0.143
H -3.08 -2.10 3.16  0.120
H -2.81 -3.03 5.43  0.115
H -0.52 -3.56 6.29  0.107
H 1.45 -3.15 4.89  0.114
H 3.22 -1.04 -0.08  0.083
H 4.42 -3.13 1.24  0.131
H 2.70 -3.83 2.99  0.172
N 2.92 1.47 1.85  0.204
C 1.85 2.28 1.88  -0.415
N 2.04 3.53 2.27  0.191
C 0.95 4.31 2.28  -0.409
N 1.07 5.57 2.69  0.201
N -0.28 3.91 1.87  0.199
C -0.35 2.67 1.50  -0.283
N 0.65 1.78 1.52  0.025
C -1.64 2.18 0.93  -0.194
C -2.74 2.99 0.78  0.016
C -3.86 2.47 0.14  -0.012
C -3.84 1.17 -0.33  -0.013
C -2.70 0.41 -0.14  -0.077
N -1.63 0.91 0.49  -0.071
H 3.80 1.85 2.17  0.124
H 2.83 0.49 1.68  0.048
H 1.96 5.91 3.01  0.123
H 0.26 6.17 2.72  0.121
H -2.70 4.00 1.15  0.126
H -4.75 3.08 0.01  0.127
H -4.69 0.73 -0.83  0.125
H -2.63 -0.62 -0.46  0.125

HOMO (spin up / spin down) (eV): -11.74 / -11.74
LUMO energy (spin up / spin down) (hartree): -0.326 / -0.326
Spin multiplicity: 1
HOMO-LUMO gap (spin up / spin down) (eV): 2.864 / 2.863
Total charge: +2

=====

3.
Computed, not measured: a molecular structure, C31H35ClEuN2Si2, with ωB97M-V/def2-TZVPD.

Each line ends with the Löwdin charge.
CARTESIAN COORDINATES (ANGSTROEM)
C -1.56 -0.23 1.31  -0.233
C -2.38 0.05 0.18  -0.230
C -1.93 -0.75 -0.91  -0.271
H -3.28 0.67 0.18  0.091
C -0.81 -1.52 -0.45  -0.248
C -0.59 -1.20 0.92  -0.241
H 0.14 -1.69 1.56  0.088
H -1.68 0.20 2.30  0.084
H -2.45 -0.90 -1.86  0.099
H -0.32 -2.32 -1.02  0.088
Eu 0.07 1.00 -0.75  1.510
Si 1.13 0.07 -4.04  0.530
C 0.07 1.60 -3.98  -0.425
C 0.55 2.68 -4.76  -0.161
H 1.54 2.63 -5.23  0.053
C -0.25 3.79 -5.02  -0.109
H 0.13 4.55 -5.70  0.104
C -1.53 3.93 -4.46  -0.104
H -2.14 4.82 -4.65  0.098
C -1.98 2.92 -3.59  -0.112
H -2.93 3.06 -3.05  0.101
C -1.23 1.76 -3.38  -0.205
H -1.70 0.96 -2.79  0.050
C 0.11 -1.48 -4.30  -0.398
C -1.09 -1.49 -5.05  -0.130
H -1.48 -0.56 -5.49  0.091
C -1.83 -2.67 -5.21  -0.111
H -2.76 -2.64 -5.79  0.097
C -1.39 -3.88 -4.65  -0.123
H -1.98 -4.80 -4.77  0.091
C -0.21 -3.88 -3.88  -0.122
H 0.13 -4.79 -3.37  0.096
C 0.55 -2.72 -3.74  -0.170
H 1.48 -2.77 -3.16  0.087
H 2.34 -0.11 -2.99  -0.061
Si 2.68 0.49 -7.78  0.373
C 1.79 -1.12 -8.09  -0.313
C 0.95 -1.25 -9.22  -0.100
H 0.75 -0.39 -9.86  0.102
C 0.43 -2.50 -9.58  -0.087
H -0.17 -2.59 -10.49  0.101
C 0.71 -3.63 -8.81  -0.087
H 0.32 -4.60 -9.11  0.101
C 1.53 -3.51 -7.68  -0.080
H 1.79 -4.40 -7.11  0.105
C 2.05 -2.27 -7.32  -0.110
H 2.70 -2.21 -6.45  0.088
C 1.53 1.85 -8.29  -0.329
C 0.17 1.81 -7.94  -0.106
H -0.22 1.00 -7.32  0.108
C -0.71 2.79 -8.42  -0.081
H -1.75 2.76 -8.10  0.109
C -0.25 3.77 -9.30  -0.088
H -0.94 4.51 -9.69  0.099
C 1.10 3.80 -9.69  -0.089
H 1.46 4.55 -10.40  0.102
C 1.98 2.85 -9.18  -0.104
H 3.03 2.83 -9.52  0.096
H 4.02 0.56 -8.42  -0.016
Cl 3.23 0.61 -5.75  0.281
N 0.94 1.76 1.62  -0.091
C 2.41 1.82 1.74  -0.261
C 3.04 0.56 1.15  -0.249
N 2.46 0.20 -0.16  -0.103
H 0.55 2.65 1.94  0.088
H 0.58 1.07 2.29  0.067
H 2.76 2.68 1.17  0.110
H 2.73 1.90 2.80  0.118
H 4.12 0.71 1.04  0.116
H 2.88 -0.31 1.78  0.110
H 3.08 0.30 -0.97  0.048
H 2.15 -0.79 -0.15  0.069

HOMO (spin up / spin down) (eV): -4.12 / -4.14
LUMO energy (spin up / spin down) (hartree): -0.011 / -0.012
Spin multiplicity: 8
HOMO-LUMO gap (spin up / spin down) (eV): 3.818 / 3.819

=====

The following electronic energy values (in hartree) correspond, in order, to the records above: -1732.01712, -4483.71083, -3061.24229.
The following relative energy (zero: lowest compared OMol25 entry of this formula, charge and spin) values (in kcal/mol) correspond, in order, to the records above: 0.0, 23.3, 0.0.